# 1
Entry from the Open Molecules 2025 dataset: a cluster of 2 separate species, C3H12N2OS in total in a non-equilibrium geometry (the ωB97M-V functional and the def2-TZVPD basis).

Each line ends with the Mulliken spin population.
Atoms and positions in Å:
1 N -1.4394 0.6934 1.2490  0.163
2 C -1.0106 0.1481 -0.0998  0.059
3 C -1.0936 -1.3927 0.1476  0.020
4 S -2.8912 -1.8991 0.3138  0.384
5 C 0.5037 0.5497 -0.6908  0.115
6 N 0.7035 2.0335 -0.8089  0.231
7 H -0.8528 0.3697 2.0774  0.000
8 H -3.1874 -0.8653 1.0332  -0.005
9 H -1.5052 1.7590 1.1193  0.003
10 H -1.7911 0.3848 -0.9577  0.007
11 H -0.5715 -2.0250 -0.5337  -0.002
12 H -0.6048 -1.4824 1.1204  0.014
13 H 0.6327 -0.1516 -1.5589  0.002
14 H 1.0650 0.2776 0.2129  0.005
15 H 0.5356 2.5140 0.1046  0.000
16 H 0.0346 2.4968 -1.5488  0.002
17 H 6.9647 0.4829 -0.0711  0.000
18 H 6.5941 1.1815 -1.4007  0.000
19 O 6.7126 1.3156 -0.4801  0.000

Calculated values
Lowest unoccupied orbital energy (spin up / spin down) ... -0.1094 / -0.3152 Ha
Relative energy (zero: lowest compared OMol25 entry of this formula, charge and spin) ... 28.7 kcal/mol
M ... 124.21 g/mol
Orbital gap (spin up / spin down) ... 10.4857 / 4.6337 eV
Total energy ... -19158.44773 eV
Largest force on an atom ... 3.57 eV Å⁻¹
HOMO (spin up / spin down) ... -0.49471 / -0.48550 hartree
Spin multiplicity ... 2
Total charge ... +1

# 2
Entry from the Open Molecules 2025 dataset: a cluster of 2 separate species, C3H12N2S in total in a non-equilibrium geometry (the ωB97M-V functional and the def2-TZVPD basis).

Each line ends with the Löwdin charge.
Atoms and positions in Å:
1 C 3.3010 -2.4499 -1.1775  -0.426
2 S 3.9568 -3.2650 0.3088  0.720
3 C 5.5766 -2.4724 0.3522  -0.455
4 H 2.4320 -1.8612 -0.8695  0.025
5 H 3.9828 -1.7192 -1.5968  0.030
6 H 3.0187 -3.1827 -1.9195  0.021
7 H 5.5312 -1.4048 0.1646  0.029
8 H 6.1965 -2.8954 -0.4423  0.031
9 H 6.0936 -2.6385 1.2908  0.026
10 N -4.7514 4.7015 0.3523  -0.018
11 C -5.7237 3.8815 -0.3774  -0.372
12 N -6.1899 2.6228 0.2355  -0.020
13 H -5.0220 4.6869 1.3386  0.057
14 H -3.8420 4.2414 0.3729  0.056
15 H -5.4395 3.7223 -1.4138  0.104
16 H -6.6162 4.4982 -0.3875  0.089
17 H -6.0499 2.7183 1.2401  0.051
18 H -5.5439 1.8651 0.0115  0.053

Calculated values
Lowest unoccupied orbital energy ... 0.0413 Ha
Relative energy (zero: lowest compared OMol25 entry of this formula, charge and spin) ... 9.5 kcal/mol
M ... 108.21 g/mol
Orbital gap ... 9.6194 eV
SMILES string ... CSC.NCN
Total energy ... -17120.43408 eV
Largest force on an atom ... 1.30 eV Å⁻¹
HOMO ... -0.31226 hartree

# 3
Entry from the Open Molecules 2025 dataset: a cluster of 2 separate species, C3H12N2S in total in a non-equilibrium geometry (the ωB97M-V functional and the def2-TZVPD basis).

Each line ends with the Löwdin charge.
Atoms and positions in Å:
1 C -1.0009 -1.3172 -0.9666  -0.423
2 S 0.2391 -2.6656 -0.8572  0.709
3 C 0.7336 -2.6821 -2.5888  -0.443
4 H -1.4945 -1.1779 -0.0155  0.021
5 H -1.6972 -1.6162 -1.7463  0.030
6 H -0.4736 -0.4830 -1.4106  0.019
7 H 0.6485 -1.6829 -2.9984  0.028
8 H 1.7816 -2.9415 -2.6382  0.022
9 H 0.1424 -3.3760 -3.1814  0.032
10 N 1.2546 2.1993 2.3835  -0.015
11 C -0.0482 2.5724 1.8296  -0.373
12 N -0.8100 1.5255 1.1921  -0.008
13 H 1.1537 1.5651 3.1614  0.054
14 H 1.8594 1.8070 1.6779  0.052
15 H -0.6428 2.9471 2.6675  0.108
16 H 0.1655 3.3557 1.1020  0.095
17 H -0.2467 0.8616 0.6809  0.038
18 H -1.5645 1.1088 1.7081  0.053

Calculated values
Lowest unoccupied orbital energy ... 0.0323 Ha
Relative energy (zero: lowest compared OMol25 entry of this formula, charge and spin) ... 7.6 kcal/mol
M ... 108.21 g/mol
Orbital gap ... 9.4572 eV
SMILES string ... CSC.NCN
Total energy ... -17120.51609 eV
Largest force on an atom ... 1.73 eV Å⁻¹
HOMO ... -0.31523 hartree

# 4
Entry from the Open Molecules 2025 dataset: a cluster of 2 separate species, C3H12N3 in total in a non-equilibrium geometry (the ωB97M-V functional and the def2-TZVPD basis).

Each line ends with the Löwdin charge.
Atoms and positions in Å:
1 C -1.9736 1.5449 -0.0372  -0.044
2 N -1.6887 0.1545 -0.4643  0.086
3 H -1.8258 1.5812 1.0395  0.098
4 H -1.2922 2.2754 -0.5358  0.114
5 H -3.0071 1.8535 -0.2401  0.102
6 H -2.4341 -0.5202 -0.1417  0.185
7 H -0.7024 -0.2301 -0.1521  0.103
8 H -1.7220 0.0683 -1.4969  0.162
9 C 1.4005 -0.7992 -1.2283  -0.096
10 N 0.8237 -0.8944 0.1013  -0.155
11 C 1.6112 -0.3424 1.1450  -0.295
12 N 1.3608 -0.7152 2.3353  0.101
13 H 0.8169 -1.4832 -1.8303  0.086
14 H 1.3441 0.2457 -1.5907  0.098
15 H 2.4352 -1.1585 -1.1978  0.096
16 H 0.5900 -1.8353 0.4474  0.146
17 H 2.2516 0.5126 0.8468  0.140
18 H 2.0120 -0.2576 2.9999  0.072

Calculated values
Lowest unoccupied orbital energy ... -0.1238 Ha
Relative energy (zero: lowest compared OMol25 entry of this formula, charge and spin) ... 36.5 kcal/mol
M ... 90.15 g/mol
Orbital gap ... 10.2751 eV
Total energy ... -7769.04883 eV
Largest force on an atom ... 1.75 eV Å⁻¹
HOMO ... -0.50141 hartree
Total charge ... +1

# 5
Entry from the Open Molecules 2025 dataset: a cluster of 2 separate species, C3H12N3O in total in a non-equilibrium geometry (the ωB97M-V functional and the def2-TZVPD basis).

Each line ends with the Löwdin charge.
Atoms and positions in Å:
1 C 2.6182 0.0989 -1.9869  -0.011
2 C 0.4359 -0.2661 -0.8645  -0.437
3 N -0.5960 -1.1025 -0.6529  0.188
4 N 1.2866 -0.6132 -1.8304  0.047
5 N 0.4833 0.8219 -0.1036  0.224
6 H -0.7332 -1.9566 -1.1648  0.128
7 H -1.2660 -0.9656 0.1140  0.099
8 H 1.3771 -1.6008 -2.0055  0.146
9 H 1.0681 1.5940 -0.3949  0.132
10 H -0.2334 0.9650 0.5920  0.102
11 H 3.2768 -0.6716 -2.3913  0.096
12 H 3.0709 0.4375 -1.0579  0.088
13 H 2.3970 0.8994 -2.6759  0.088
14 C -2.4522 0.6229 2.4435  -0.107
15 O -1.4395 -0.1479 1.8070  -0.158
16 H -1.0905 -0.7667 2.4470  0.104
17 H -1.9895 1.2939 3.1806  0.096
18 H -3.2983 0.0947 2.8509  0.085
19 H -2.9154 1.2627 1.6936  0.088

Calculated values
Lowest unoccupied orbital energy ... -0.1022 Ha
Relative energy (zero: lowest compared OMol25 entry of this formula, charge and spin) ... 23.1 kcal/mol
M ... 106.15 g/mol
Orbital gap ... 11.7924 eV
Total energy ... -9817.81138 eV
Largest force on an atom ... 2.45 eV Å⁻¹
HOMO ... -0.53555 hartree
Total charge ... +1

# 6
Entry from the Open Molecules 2025 dataset: the ion C3H12N3O with charge +1 in a non-equilibrium geometry (the ωB97M-V functional and the def2-TZVPD basis).

Each line ends with the Löwdin charge.
Atoms and positions in Å:
1 C 0.4213 1.7917 0.0633  -0.008
2 C -0.0147 0.3092 0.0850  -0.408
3 N 1.2211 -0.5413 0.6630  0.233
4 C -0.1091 -0.3387 -1.3653  -0.176
5 O 1.1845 -0.4393 -1.8889  -0.028
6 N -1.1489 0.0761 0.9647  -0.037
7 N -1.2187 -1.3753 1.1581  -0.007
8 H 0.2786 2.2933 0.9885  0.077
9 H 1.4028 2.0949 -0.3142  0.098
10 H -0.1671 2.4052 -0.5979  0.085
11 H 1.8214 -0.4595 1.4000  0.121
12 H 1.7144 -0.7096 -0.1739  0.098
13 H 0.5904 -1.3481 1.0765  0.168
14 H -0.9168 0.1478 -1.9403  0.149
15 H -0.5425 -1.3417 -1.1712  0.120
16 H 1.3777 0.3184 -2.4520  0.127
17 H -2.0799 0.3705 0.5735  0.162
18 H -1.5039 -1.3799 2.1058  0.088
19 H -1.8465 -1.7964 0.4028  0.138

Calculated values
Lowest unoccupied orbital energy ... -0.1058 Ha
Relative energy (zero: lowest compared OMol25 entry of this formula, charge and spin) ... 88.7 kcal/mol
M ... 106.15 g/mol
Orbital gap ... 11.3969 eV
SMILES string ... C[C@]([NH3+])(CO)NN
Total energy ... -9814.96775 eV
Largest force on an atom ... 5.74 eV Å⁻¹
HOMO ... -0.52460 hartree
Total charge ... +1

# 7
Entry from the Open Molecules 2025 dataset: the ion C3H12N3Si with charge +1 in a non-equilibrium geometry (the ωB97M-V functional and the def2-TZVPD basis).

Each line ends with the Löwdin charge.
Atoms and positions in Å:
1 C 2.6899 0.7548 0.6102  0.065
2 N 1.5232 1.0548 0.3103  -0.167
3 N 1.4449 1.7920 -1.2343  0.130
4 Si -0.0936 0.7789 1.1778  0.718
5 N -0.8697 -0.4145 0.0954  -0.373
6 C -0.4472 -1.8815 -0.1567  -0.064
7 C -2.2502 -0.2786 -0.3376  -0.141
8 H 3.4252 0.7968 -0.1558  0.109
9 H 2.7035 0.3936 1.6912  0.134
10 H 0.6280 1.7357 -1.8430  0.073
11 H 2.0212 1.1882 -1.8145  0.062
12 H 0.3823 0.0873 2.3963  -0.007
13 H -0.6264 2.0992 0.9340  -0.007
14 H 0.6384 -2.0035 -0.0020  0.075
15 H -0.8956 -2.5434 0.5833  0.086
16 H -0.7739 -2.0788 -1.1447  0.063
17 H -2.5650 0.8026 -0.4508  0.108
18 H -2.1750 -0.7785 -1.3000  0.071
19 H -2.7538 -0.9704 0.2635  0.065

Calculated values
Lowest unoccupied orbital energy ... -0.1634 Ha
Relative energy (zero: lowest compared OMol25 entry of this formula, charge and spin) ... 80.4 kcal/mol
M ... 118.24 g/mol
Orbital gap ... 8.2705 eV
SMILES string ... C=[N+](N)[SiH2]N(C)C
Total energy ... -15643.88236 eV
Largest force on an atom ... 5.54 eV Å⁻¹
HOMO ... -0.46736 hartree
Total charge ... +1

# 8
Entry from the Open Molecules 2025 dataset: a cluster of 2 separate species, C3H12N4 in total (the ωB97M-V functional and the def2-TZVPD basis).

Each line ends with the Löwdin charge.
Atoms and positions in Å:
1 H 2.2931 -1.2707 0.7580  0.039
2 N 1.3343 -0.9726 0.6036  0.059
3 C 0.5955 -1.3873 1.5525  -0.328
4 N -0.7488 -1.1188 1.5610  -0.062
5 C -1.4527 -1.2175 2.8318  -0.103
6 H 0.9336 -1.9672 2.4124  0.121
7 H -0.9603 -0.3359 0.9708  0.109
8 H -2.5262 -1.2863 2.6768  0.076
9 H -1.1132 -2.1299 3.3145  0.075
10 H -1.2716 -0.3566 3.4792  0.079
11 N 0.3874 1.6489 -0.8861  -0.017
12 C -0.3999 1.5928 -2.1229  -0.383
13 N 0.2784 1.1334 -3.3223  -0.015
14 H 0.7385 0.7067 -0.6945  -0.001
15 H 1.2048 2.2248 -1.0548  0.051
16 H -1.2465 0.9265 -1.9561  0.094
17 H -0.8213 2.5792 -2.3178  0.098
18 H 0.9531 1.7959 -3.6750  0.051
19 H 0.7419 0.2486 -3.1698  0.056

Calculated values
Lowest unoccupied orbital energy ... 0.0374 Ha
Relative energy (zero: lowest compared OMol25 entry of this formula, charge and spin) ... 13.8 kcal/mol
M ... 104.16 g/mol
Orbital gap ... 9.6048 eV
SMILES string ... [H]/N=C/NC.NCN
Total energy ... -9265.70719 eV
Largest force on an atom ... 0.69 eV Å⁻¹
HOMO ... -0.31562 hartree

# 9
Entry from the Open Molecules 2025 dataset: a cluster of 3 separate species, C3H12N4O3 in total in a non-equilibrium geometry (the ωB97M-V functional and the def2-TZVPD basis).

Each line ends with the Löwdin charge.
Atoms and positions in Å:
1 N 2.1836 0.1090 -2.4018  0.177
2 C 3.0826 -0.4363 -1.7222  -0.841
3 N 2.4975 -1.2601 -0.8593  0.157
4 O 4.2543 -0.3003 -1.8954  0.062
5 H 1.2568 0.0125 -2.0123  0.051
6 H 2.5132 0.8246 -3.0338  0.138
7 H 3.1992 -1.8509 -0.4367  0.118
8 H 1.6317 -0.9177 -0.4679  0.059
9 N -2.1028 1.3489 1.3821  0.164
10 C -2.5202 0.8671 2.4818  -0.784
11 N -1.5951 0.1723 3.0981  0.168
12 O -3.6358 1.1231 2.9517  0.018
13 H -2.5769 1.9895 0.7616  0.134
14 H -1.2411 1.0130 0.9762  0.079
15 H -1.8257 -0.0789 4.0488  0.127
16 H -0.6947 0.1410 2.6416  0.108
17 C -0.7100 -0.8015 -0.8283  -0.169
18 O -0.2405 0.3678 -1.3842  -0.126
19 H -0.0826 -1.1468 -0.0065  0.073
20 H -1.7075 -0.5892 -0.4436  0.087
21 H -0.7219 -1.5711 -1.6001  0.105
22 H -0.9641 0.9842 -1.2499  0.097

Calculated values
Lowest unoccupied orbital energy ... -0.0031 Ha
Relative energy (zero: lowest compared OMol25 entry of this formula, charge and spin) ... 40.8 kcal/mol
M ... 152.15 g/mol
Orbital gap ... 9.4610 eV
SMILES string ... NC(N)=O.NC(N)=O.CO
Total energy ... -15407.95429 eV
Largest force on an atom ... 7.41 eV Å⁻¹
HOMO ... -0.35076 hartree

# 10
Entry from the Open Molecules 2025 dataset: a cluster of 2 separate species, C3H12NO in total in a non-equilibrium geometry (the ωB97M-V functional and the def2-TZVPD basis).

Each line ends with the Löwdin charge.
Atoms and positions in Å:
1 C -0.0367 0.2504 1.9224  -0.071
2 C 0.5022 -0.7334 0.8867  -0.117
3 N -0.2641 -0.5278 -0.4599  -0.012
4 C 0.2275 -1.3309 -1.6736  0.018
5 H -1.1159 0.2693 1.9968  0.087
6 H 0.4782 0.2187 2.8768  0.093
7 H 0.2855 1.2572 1.6707  0.066
8 H 1.5156 -0.4821 0.7363  0.111
9 H 0.3413 -1.7828 1.1090  0.130
10 H -0.3284 0.3829 -0.8173  0.059
11 H -1.3188 -0.6427 -0.4450  0.204
12 H 1.3448 -1.0937 -1.6467  0.125
13 H -0.3291 -0.9462 -2.5537  0.115
14 H 0.1744 -2.3995 -1.5835  0.088
15 H -1.0127 3.1593 -0.6764  0.114
16 H 0.1977 2.1543 -0.9255  0.084
17 O -0.6616 2.2471 -0.4169  -0.093

Calculated values
Lowest unoccupied orbital energy ... -0.1230 Ha
Relative energy (zero: lowest compared OMol25 entry of this formula, charge and spin) ... 31.6 kcal/mol
M ... 78.13 g/mol
Orbital gap ... 12.7581 eV
Total energy ... -6836.04319 eV
Largest force on an atom ... 3.17 eV Å⁻¹
HOMO ... -0.59186 hartree
Total charge ... +1